No. 1
C33H46O29Rb3 as an isolated structure at a distorted geometry, computed with the ωB97M-V functional and the def2-TZVPD basis.

Structure (XYZ):
```
111
Properties=species:S:1:pos:R:3:forces:R:3
Rb -5.37730 2.52454 1.78333 0.3 -0.8 -0.4
Rb -1.38206 3.00147 3.54286 1.0 -0.7 0.4
Rb 0.52715 4.91659 0.49958 1.0 -0.3 0.1
C -1.84986 -0.84925 0.36544 0.2 1.1 0.8
C -0.61716 -1.39480 0.00105 -1.3 -5.8 -3.9
C 0.63693 -0.56092 -0.02878 5.3 -2.0 -1.0
O 1.82613 -0.97946 -0.38753 -3.9 0.0 0.7
C 0.57869 0.75472 0.35169 -3.3 1.4 1.0
C -0.67632 1.31938 0.75590 2.1 -3.1 -1.2
C -1.96275 0.41636 0.89075 2.1 -1.2 -1.3
O -3.05332 0.82344 1.31785 -2.3 2.7 1.4
O -0.73411 2.53596 0.92441 -1.5 3.6 0.9
O -0.72650 -2.60552 -0.56741 1.5 4.5 2.4
H -2.74728 -1.43861 0.24843 0.1 -0.2 0.2
H 1.46616 1.36351 0.26132 -0.1 0.1 0.2
C 2.19184 3.08217 2.90396 0.9 1.5 -1.5
C 2.31909 2.76234 4.22578 -4.2 -1.7 2.3
C 3.45358 3.25260 5.08438 -0.3 -3.4 5.0
O 3.64632 2.93206 6.33756 -2.2 0.1 -1.8
C 4.45248 3.86923 4.52129 3.1 3.3 -4.1
C 4.37920 4.36432 3.16646 -0.5 -0.7 1.2
C 3.22569 3.80422 2.29043 0.7 0.3 -1.3
O 3.31991 4.04516 1.05893 -1.2 -0.1 0.6
O 5.10338 5.19992 2.65903 0.7 0.6 -0.4
O 1.32359 2.08254 4.72204 1.3 1.0 0.0
H 1.34404 2.77361 2.31031 0.0 -0.6 0.0
H 5.30163 4.16645 5.11879 0.0 0.1 0.0
C -6.94743 4.87118 -3.23783 -1.6 0.2 0.0
O -5.73679 5.07553 -2.46190 -1.3 -0.3 -1.3
C -5.32102 4.02760 -1.73587 1.9 1.6 -1.6
O -5.95888 3.07795 -1.43577 -0.7 -1.5 1.2
O -4.02203 4.27479 -1.53394 -0.3 1.1 -0.3
C -3.15605 3.29018 -1.01632 -0.8 -0.9 0.8
H -6.96230 5.05717 -4.31175 1.6 0.6 -0.1
H -7.72014 5.55944 -2.89532 0.1 -0.1 0.5
H -7.39350 3.87722 -3.27195 0.5 -0.3 1.1
H -3.38790 3.18605 0.04363 0.5 -0.3 0.1
H -2.11091 3.58615 -1.10677 -0.4 0.0 -0.3
H -3.39791 2.34950 -1.51103 0.5 -0.1 0.1
C 6.66492 -4.43213 -2.87810 0.1 0.3 0.3
O 6.74430 -3.02240 -2.85077 1.0 0.6 -1.5
C 5.59750 -2.36155 -2.87018 -1.6 0.0 1.4
O 4.48076 -2.80926 -3.04130 1.3 0.3 -0.4
O 5.90864 -1.14091 -2.45141 0.4 0.3 -0.7
C 4.92852 -0.24984 -1.97165 -0.7 0.7 0.7
H 6.44246 -4.55452 -1.81808 -0.5 -1.7 -0.3
H 7.64305 -4.84008 -3.13294 0.1 0.3 0.2
H 5.97238 -4.76327 -3.65195 -0.4 -0.2 0.6
H 5.26241 0.02913 -0.97225 0.0 0.0 0.0
H 3.91407 -0.64036 -1.89113 0.1 -0.4 -0.2
H 4.89908 0.67775 -2.54332 0.2 -0.2 -0.4
C 4.21943 -0.74289 1.72182 0.7 1.6 0.8
O 5.53659 -1.30324 1.98372 0.5 -1.0 1.3
C 5.93623 -1.63545 3.24792 -2.6 -0.6 1.2
O 5.26916 -1.62261 4.27825 0.9 0.5 -1.9
O 7.14650 -2.16637 3.18350 0.8 0.5 -3.4
C 7.91198 -2.51517 4.25002 0.0 -0.4 3.3
H 3.29933 -1.27931 1.95372 0.7 -0.9 -0.3
H 4.31203 -0.41523 0.68637 -0.5 -0.4 0.3
H 4.16058 0.14903 2.34561 -0.1 0.3 -0.1
H 8.28029 -1.66985 4.83131 -0.2 0.4 -0.1
H 8.80858 -3.11034 4.07691 -0.3 0.0 -1.2
H 7.30726 -3.10219 4.94127 -0.1 -0.1 0.2
C -4.12513 -4.04818 -0.78367 0.1 0.2 -0.6
O -3.78132 -5.00950 -1.83733 -0.8 -1.2 0.8
C -4.54804 -6.12785 -1.92867 -2.6 0.7 1.7
O -5.53277 -6.41616 -1.19437 3.2 0.7 -2.1
O -4.16813 -6.81171 -3.00924 0.7 -0.2 0.0
C -4.80211 -8.06724 -3.26811 -1.1 -0.1 0.8
H -3.25422 -3.40780 -0.64393 0.3 -0.4 -0.2
H -4.40589 -4.46165 0.18500 0.0 -0.5 -0.4
H -4.92355 -3.42321 -1.18372 -0.2 -0.2 0.1
H -4.97346 -8.61930 -2.34400 0.2 0.1 0.2
H -4.23325 -8.71907 -3.93115 0.3 0.7 -0.1
H -5.80273 -7.88155 -3.65844 0.1 0.0 -0.3
C 4.26841 6.84676 -3.42111 0.3 0.4 1.0
O 3.47489 5.64167 -3.46324 -0.1 0.7 -0.4
C 3.33720 4.83148 -2.37728 3.6 0.5 2.0
O 4.03400 4.93080 -1.33318 -3.2 -0.5 -4.0
O 2.47717 3.87407 -2.77707 0.2 2.0 -0.5
C 2.32523 2.73266 -2.00194 0.4 -1.0 1.6
H 3.79390 7.64110 -2.84494 -0.4 -0.3 0.3
H 4.43599 7.30756 -4.39460 -0.5 -0.9 -0.4
H 5.26182 6.74028 -2.98534 -0.1 -0.6 0.2
H 1.88967 2.94767 -1.02616 -0.3 0.1 -0.1
H 3.30474 2.35333 -1.71077 0.0 -0.4 -0.3
H 1.71510 2.01823 -2.55459 0.2 0.1 0.1
C -1.68843 -5.10782 4.76517 -0.2 -2.0 1.4
O -0.71898 -4.41298 4.02211 0.9 0.8 -0.3
C -0.74959 -3.07115 3.80209 -1.2 0.6 0.3
O -1.77827 -2.42410 3.98172 2.2 -0.5 -0.3
O 0.49200 -2.62434 3.39291 -2.3 -1.8 0.6
C 0.64332 -1.22807 3.46086 -0.3 2.0 0.1
H -1.16585 -5.93795 5.24045 0.8 -0.2 -0.4
H -2.47030 -5.66957 4.25408 -0.1 0.8 -1.0
H -2.13753 -4.77013 5.69918 0.0 1.7 -0.5
H 0.06422 -0.64524 2.74458 -0.5 -0.6 -0.3
H 1.65605 -0.89968 3.22714 0.1 -0.7 0.4
H 0.32812 -0.85988 4.43717 0.4 0.0 0.1
C -4.77781 -0.31986 -1.62820 1.8 -0.6 0.2
O -6.14037 -0.06516 -1.73546 -1.6 0.9 1.5
C -6.88753 -0.09702 -2.82239 2.0 -1.1 -1.2
O -6.45789 -0.43207 -3.91032 -1.1 0.7 0.6
O -8.13196 0.23320 -2.47893 0.4 0.4 0.3
C -9.07210 0.42765 -3.50685 -1.4 -0.7 -0.1
H -4.29564 0.27604 -0.85326 -0.5 0.9 -0.1
H -4.20662 -0.18723 -2.54703 -0.3 -0.3 -0.1
H -4.59445 -1.28504 -1.15607 -0.3 -0.5 -0.8
H -9.19899 -0.47581 -4.10331 0.5 0.2 -0.4
H -8.94339 1.32906 -4.10600 0.5 -0.2 0.0
H -10.03570 0.50054 -3.00260 0.1 0.3 0.2
```
Positions in Å, forces in eV/Å.

Calculated values
- charge = -1
- HOMO energy (eV) = -3.11
- frontier orbital gap (eV) = 2.409

***

No. 2
C19H32N2O3ReS5Sb as an isolated structure at a distorted geometry, computed with the ωB97M-V functional and the def2-TZVPD basis.

Structure (XYZ):
```
63
Properties=species:S:1:pos:R:3:forces:R:3
Re -1.85723 1.11914 0.15930 -2.6 0.4 1.2
S -3.18948 3.07880 0.65907 1.0 -0.8 -0.2
S -5.00278 2.47597 1.27714 -0.3 -0.1 0.3
S -4.82347 0.60758 2.07023 -0.3 0.2 -0.1
S -3.39626 -0.33955 0.95844 1.4 0.6 -0.6
C -1.71008 -3.39434 -0.49871 0.0 -0.2 0.2
C -0.45658 -2.84416 0.18011 0.2 0.3 -0.1
C 0.73483 -3.77343 -0.04640 -0.1 -0.1 0.2
C -0.68649 -2.67977 1.68242 -0.1 -0.2 0.0
Sb -0.09867 -0.84304 -0.66760 0.0 -0.1 0.0
C 1.92494 -0.21578 -0.07698 -0.2 -0.2 -0.1
C 2.00146 -0.30944 1.44872 0.2 0.0 -0.1
C 2.08913 1.23481 -0.52778 0.2 0.0 0.1
C 2.99993 -1.09340 -0.71562 0.2 0.2 0.1
C -0.08939 -1.07242 -2.85839 0.1 -0.2 0.4
C 0.71538 -2.31748 -3.23866 -0.1 0.1 -0.3
C -1.52860 -1.23650 -3.34264 0.0 0.1 -0.2
C 0.56155 0.17546 -3.44887 0.0 0.0 -0.2
H -2.02089 -4.31005 0.02180 0.0 0.1 -0.1
H -1.52142 -3.65979 -1.53867 0.0 0.0 0.0
H -2.55270 -2.70077 -0.46584 0.0 0.0 0.0
H 0.48021 -4.76701 0.34707 0.0 0.1 0.0
H 1.62304 -3.43556 0.49047 -0.1 0.0 0.0
H 0.98928 -3.89428 -1.09671 0.0 0.0 0.0
H -0.95617 -3.65634 2.10712 0.0 0.1 0.0
H -1.51004 -1.99641 1.89600 0.0 -0.1 0.0
H 0.20738 -2.32947 2.20054 0.0 0.0 0.0
H 1.15103 0.16037 1.94303 0.0 0.0 0.0
H 2.90828 0.20624 1.79059 -0.1 -0.1 0.0
H 2.06841 -1.34461 1.78510 0.0 0.0 0.0
H 1.26240 1.86939 -0.20526 0.1 0.0 0.0
H 2.18049 1.32260 -1.60971 0.0 0.0 0.1
H 3.00642 1.64218 -0.08259 -0.1 0.0 -0.1
H 2.88088 -2.14824 -0.48011 0.0 0.0 0.0
H 3.98126 -0.78305 -0.33418 -0.1 0.0 0.0
H 3.02531 -0.98160 -1.79974 0.0 0.0 0.0
H 0.21360 -3.23326 -2.92870 0.0 0.0 0.0
H 1.72512 -2.31625 -2.83072 0.0 0.0 0.0
H 0.80301 -2.35302 -4.33242 0.0 0.0 0.1
H -1.99062 -2.14265 -2.95505 0.0 0.0 0.0
H -1.51245 -1.31751 -4.43738 0.0 0.0 0.1
H -2.16987 -0.39269 -3.08817 0.1 -0.1 0.0
H 1.64512 0.15499 -3.32446 0.0 0.0 0.0
H 0.19421 1.11003 -3.02289 0.0 0.0 0.0
H 0.35398 0.20459 -4.52516 0.1 0.0 0.1
O -0.93900 2.51601 -1.23986 -0.4 0.1 -0.7
N -1.86580 2.31818 -2.12598 0.1 -0.4 0.5
O -1.99071 2.93117 -3.12466 0.0 -0.2 0.1
O -2.65016 1.33369 -1.75984 0.6 0.6 -0.5
S -0.55125 1.26832 4.58583 0.0 0.0 0.2
C -1.21226 0.72087 3.13265 0.1 -0.1 0.0
N -0.99395 1.45814 2.07663 0.4 0.2 0.0
C -0.22738 2.59815 2.41894 -0.1 -0.2 -0.1
C 0.19151 3.62221 1.57005 0.0 0.1 -0.1
C 0.94287 4.64836 2.10136 0.0 0.0 0.0
C 1.27634 4.68452 3.46273 0.0 0.0 0.0
C 0.86085 3.68456 4.31311 0.0 0.0 0.0
C 0.10799 2.64408 3.76944 0.0 -0.1 0.1
H -1.77103 -0.20163 3.09009 0.0 0.1 0.0
H -0.07117 3.63321 0.52131 0.0 0.0 0.0
H 1.27790 5.44529 1.44943 0.0 0.0 0.0
H 1.85518 5.51321 3.85262 0.0 -0.1 0.0
H 1.10661 3.70140 5.36842 0.0 0.0 -0.1
```
Positions in Å, forces in eV/Å.

Calculated values
- multiplicity = 2
- charge = +1
- energy above the lowest of the compared OMol25 structures with the same formula, charge and spin (eV) = 0.5384
- HOMO energy (spin up / spin down) (eV) = -11.04 / -10.91
- frontier orbital gap (spin up / spin down) (eV) = 5.798 / 5.711

***

No. 3
A single CH2F2O2 molecule at a distorted geometry, computed with the ωB97M-V functional and the def2-TZVPD basis.

Structure (XYZ):
```
7
Properties=species:S:1:pos:R:3:forces:R:3
O 0.62524 -0.40545 0.94753 0.4 -1.3 0.6
C -0.11589 -0.03673 -0.09870 -2.1 -1.5 -0.9
O 0.59947 0.31573 -1.20452 -0.1 2.3 1.7
F -1.01022 -1.01337 -0.51051 1.1 -0.6 0.1
F -1.00644 0.88152 0.33524 0.1 1.7 -0.2
H 0.10312 -1.01519 1.51773 0.4 0.7 -0.5
H 0.80473 1.27349 -0.98676 0.1 -1.3 -0.9
```
Positions in Å, forces in eV/Å.

Calculated values
- energy above the lowest of the compared OMol25 structures with the same formula, charge and spin (eV) = 0.5101
- HOMO energy (eV) = -12.52
- frontier orbital gap (eV) = 13.101
- SMILES = OC(O)(F)F

***

No. 4
C25H30Cl2N4O2Y as an isolated structure at a distorted geometry, computed with the ωB97M-V functional and the def2-TZVPD basis.

Structure (XYZ):
```
64
Properties=species:S:1:pos:R:3:forces:R:3
Y 0.50130 -1.44613 -1.16689 1.0 -0.4 0.4
C -4.98458 -1.01726 3.69385 0.1 0.0 -0.1
C -3.67207 -1.17025 2.96562 -0.1 0.0 0.1
C -2.47075 -1.31832 3.62254 0.0 0.0 0.1
C -1.22423 -1.43306 2.96355 0.2 -0.1 0.5
C -0.13997 -1.59711 3.90297 -0.1 0.0 -0.2
N 1.11365 -1.27572 3.86083 0.1 0.1 -0.1
C 1.83533 -0.47922 2.86170 -0.2 -0.3 0.2
C 2.46714 0.75454 3.49964 0.0 0.0 0.0
C 3.40682 1.44185 2.51450 0.0 0.1 -0.4
N 2.75075 1.62137 1.20808 0.0 -0.1 0.2
C 2.35888 2.73389 0.68137 0.0 0.1 -0.1
C 1.64875 2.82783 -0.55892 0.2 0.3 0.4
C 1.40434 4.12566 -1.04806 0.0 0.1 0.0
C 0.74006 4.35958 -2.23435 0.0 0.1 0.0
C 0.50370 5.74742 -2.77503 0.0 -0.1 0.1
C 0.32116 3.22418 -2.92210 -0.1 0.1 -0.2
C 0.52678 1.91591 -2.47458 -0.1 -0.1 -0.4
C 0.06377 0.85838 -3.36932 0.1 0.2 0.0
N 0.12304 -0.41254 -3.19870 -0.3 0.2 -0.5
C -0.40133 -1.25135 -4.30876 -0.1 0.2 0.2
C -1.07750 -2.52220 -3.80429 0.0 0.0 0.0
C -2.19990 -2.31458 -2.79553 0.0 0.1 0.1
N -1.68996 -1.92545 -1.44416 -0.8 -0.1 -0.3
C -2.58528 -1.70153 -0.54822 0.0 -0.1 0.2
C -2.40683 -1.43181 0.87571 -0.4 -0.1 -0.3
C -3.60009 -1.25719 1.58208 -0.1 0.0 -0.1
C -1.16667 -1.49071 1.55270 0.3 -0.1 -0.4
O -0.05284 -1.67237 0.87303 -0.5 0.2 0.6
C 1.19952 1.69367 -1.26211 0.0 -0.6 0.0
O 1.39469 0.46066 -0.79648 0.0 0.8 0.0
H -4.83140 -0.66929 4.71399 0.0 0.0 0.0
H -5.51668 -1.96834 3.74048 0.0 0.0 0.0
H -5.62980 -0.29728 3.19164 0.0 0.0 0.0
H -2.47764 -1.33200 4.70858 0.0 0.0 0.0
H -0.41868 -2.04224 4.85397 -0.1 0.0 0.0
H 1.64179 -1.52251 4.69124 0.1 0.0 0.0
H 1.11660 -0.21731 2.09519 0.0 0.1 0.0
H 2.58938 -1.12551 2.40518 0.1 0.0 0.0
H 3.05242 0.48691 4.38224 0.0 0.0 0.0
H 1.68517 1.44266 3.82607 0.0 0.0 0.0
H 4.29713 0.83693 2.34129 0.0 0.0 0.0
H 3.73529 2.41514 2.87136 0.0 0.0 0.1
H 2.49977 0.79956 0.65740 0.0 0.0 0.0
H 2.60186 3.64431 1.22444 0.0 0.0 -0.1
H 1.76001 4.96878 -0.46332 0.0 0.0 0.0
H 0.66483 6.50313 -2.00825 0.0 0.0 0.0
H -0.51623 5.85803 -3.14247 0.0 0.0 0.0
H 1.18222 5.96102 -3.60179 0.0 0.0 0.0
H -0.19542 3.35669 -3.86904 0.0 0.0 0.0
H -0.37027 1.22657 -4.30169 0.0 0.0 0.0
H 0.43052 -1.51030 -4.96403 0.0 0.0 0.0
H -1.11150 -0.66869 -4.89874 0.0 0.0 0.0
H -0.34260 -3.24012 -3.41953 0.0 0.0 0.1
H -1.50055 -3.02567 -4.67449 0.0 0.0 0.0
H -2.76214 -3.24068 -2.68466 0.0 -0.1 0.0
H -2.89233 -1.55088 -3.15717 0.0 0.0 0.0
H -3.63152 -1.76472 -0.85658 0.0 0.0 0.0
H -4.52379 -1.22496 1.01072 0.0 0.0 0.0
Cl 3.27763 -2.01213 -0.91196 0.2 -0.4 -0.2
C 3.09143 -3.74531 -1.36018 -0.1 0.2 0.1
Cl 1.34407 -4.14157 -1.39181 0.3 -0.3 0.0
H 3.56676 -4.35787 -0.60531 0.0 0.0 0.0
H 3.49603 -3.89047 -2.35342 0.0 0.0 0.0
```
Positions in Å, forces in eV/Å.

Calculated values
- charge = +3
- HOMO energy (eV) = -16.46
- frontier orbital gap (eV) = 7.876

***

| no. | DFT total energy (hartree) |
| --- | --- |
| 1 | -3539.141077 |
| 2 | -3387.584606 |
| 3 | -389.529710 |
| 4 | -2298.143264 |